(1)
C3H4O2 | ωB97M-V/def2-TZVPD

- SMILES: O=C1COC1
- LUMO level: 0.9 eV
- Orbital gap: 0.3968 hartree
- Energy above the lowest of the compared OMol25 structures with the same formula, charge and spin: 44.2 kcal/mol
- HOMO: -9.893 eV
- DFT total energy: -267.12241 hartree

CARTESIAN COORDINATES (ANGSTROEM)
1 O 1.87 -0.10 -0.05
2 C 0.69 -0.01 0.06
3 C -0.58 -1.02 0.07
4 O -1.42 0.05 -0.15
5 C -0.36 1.06 0.06
6 H -0.79 -1.62 0.98
7 H -0.52 -1.59 -0.82
8 H -0.18 1.80 -0.74
9 H -0.59 1.60 1.02

Atomic partial charges in e from the Löwdin method, atoms 1 to 8:
1 O 0.13
2 C -0.32
3 C -0.13
4 O -0.12
5 C -0.07
6 H 0.13
7 H 0.10
8 H 0.13

=====

(2)
C3H4O2 | ωB97M-V/def2-TZVPD

- SMILES: O=C1COC1
- LUMO level: 0.2 eV
- Orbital gap: 0.3881 hartree
- Energy above the lowest of the compared OMol25 structures with the same formula, charge and spin: 72.7 kcal/mol
- HOMO: -10.314 eV
- DFT total energy: -267.07690 hartree

CARTESIAN COORDINATES (ANGSTROEM)
1 O 1.92 0.24 1.04
2 C 0.78 -0.02 0.53
3 C 0.44 -0.10 -0.96
4 O -1.04 0.15 -0.63
5 C -0.85 0.05 0.80
6 H 0.62 -1.10 -1.46
7 H 1.02 0.49 -1.79
8 H -1.45 1.04 1.15
9 H -1.45 -0.75 1.32

Atomic partial charges in e from the Löwdin method, atoms 1 to 8:
1 O 0.04
2 C -0.23
3 C -0.08
4 O -0.17
5 C -0.10
6 H 0.12
7 H 0.15
8 H 0.15

=====

(3)
C3H4O2 | ωB97M-V/def2-TZVPD

- SMILES: C#CCOO
- LUMO level: 0.9 eV
- Orbital gap: 0.3986 hartree
- Energy above the lowest of the compared OMol25 structures with the same formula, charge and spin: 130.4 kcal/mol
- HOMO: -9.927 eV
- DFT total energy: -266.98493 hartree

CARTESIAN COORDINATES (ANGSTROEM)
1 C 0.88 -1.89 -1.02
2 C 0.64 -1.02 -0.25
3 C 0.37 0.21 0.57
4 O -0.87 0.68 0.06
5 O -1.49 1.95 0.53
6 H 1.23 -2.61 -1.82
7 H 1.12 0.94 0.54
8 H 0.27 -0.22 1.59
9 H -2.13 1.97 -0.20

Atomic partial charges in e from the Löwdin method, atoms 1 to 8:
1 C 0.10
2 C -0.11
3 C -0.20
4 O -0.17
5 O -0.01
6 H 0.07
7 H 0.10
8 H 0.12

=====

(4)
C3H4O2 | ωB97M-V/def2-TZVPD

- SMILES: CC(=O)C=O
- LUMO level: 0.2 eV
- Orbital gap: 0.3652 hartree
- Energy above the lowest of the compared OMol25 structures with the same formula, charge and spin: 20.6 kcal/mol
- HOMO: -9.760 eV
- DFT total energy: -267.15997 hartree

CARTESIAN COORDINATES (ANGSTROEM)
1 C -0.58 -0.30 -0.98
2 C 0.17 -0.47 0.32
3 O 0.54 -1.54 0.75
4 C 0.57 0.78 1.10
5 O 1.38 1.52 0.60
6 H -1.53 -0.85 -0.91
7 H 0.01 -0.74 -1.79
8 H -0.79 0.75 -1.21
9 H 0.17 0.94 2.13

Atomic partial charges in e from the Löwdin method, atoms 1 to 8:
1 C -0.01
2 C -0.40
3 O 0.10
4 C -0.17
5 O 0.08
6 H 0.09
7 H 0.10
8 H 0.08

=====

(5)
C3H4O2 | ωB97M-V/def2-TZVPD

- SMILES: O[C@@]12C[C@@H]1O2
- LUMO level: 0.9 eV
- Orbital gap: 0.3435 hartree
- Energy above the lowest of the compared OMol25 structures with the same formula, charge and spin: 96.4 kcal/mol
- HOMO: -8.441 eV
- DFT total energy: -267.03915 hartree

CARTESIAN COORDINATES (ANGSTROEM)
1 O -1.68 -0.64 -0.12
2 C -0.51 -0.09 0.18
3 C 0.91 -0.46 0.55
4 C 0.57 0.51 -0.60
5 O -0.34 1.36 0.18
6 H -2.15 0.10 -0.44
7 H 1.32 -1.43 0.34
8 H 1.08 -0.09 1.45
9 H 0.81 0.74 -1.55

Atomic partial charges in e from the Löwdin method, atoms 1 to 8:
1 O 0.12
2 C -0.45
3 C 0.06
4 C -0.10
5 O 0.01
6 H 0.10
7 H 0.11
8 H 0.05

=====

(6)
C3H4O2 | ωB97M-V/def2-TZVPD

- LUMO level: 0.7 eV
- Orbital gap: 0.3396 hartree
- Energy above the lowest of the compared OMol25 structures with the same formula, charge and spin: 72.9 kcal/mol
- HOMO: -8.532 eV
- DFT total energy: -267.07656 hartree

CARTESIAN COORDINATES (ANGSTROEM)
1 C 0.72 0.45 0.17
2 C 0.69 0.25 -1.16
3 C -0.46 -0.50 0.52
4 O -0.39 -0.50 -1.39
5 O -1.57 -0.12 1.08
6 H 1.45 0.97 0.88
7 H 1.56 0.30 -1.90
8 H -0.36 -1.69 0.63
9 H -1.64 0.85 1.16

Atomic partial charges in e from the Löwdin method, atoms 1 to 8:
1 C -0.09
2 C -0.28
3 C -0.20
4 O -0.10
5 O 0.08
6 H 0.10
7 H 0.14
8 H 0.19

=====

(7)
C3H4O2 | ωB97M-V/def2-TZVPD

- LUMO level (alpha / beta): 0.7 / -2.9 eV
- Orbital gap (alpha / beta): 0.2550 / 0.2869 hartree
- Energy above the lowest of the compared OMol25 structures with the same formula, charge and spin: 36.6 kcal/mol
- Spin multiplicity: 3
- HOMO (alpha / beta): -6.282 / -10.722 eV
- DFT total energy: -266.97130 hartree
- ⟨S²⟩: 2.006

CARTESIAN COORDINATES (ANGSTROEM)
1 C -1.36 0.01 -0.21
2 C -0.31 0.23 0.55
3 C 1.01 0.42 -0.12
4 O 1.79 -0.84 0.10
5 O 1.36 1.48 -0.54
6 H -2.37 0.13 0.02
7 H -1.09 -0.09 -1.22
8 H -0.21 0.24 1.54
9 H 1.19 -1.57 -0.13

Atomic partial charges in e from the Löwdin method, atoms 1 to 8:
1 C 0.03
2 C -0.09
3 C -0.41
4 O 0.03
5 O 0.15
6 H 0.05
7 H 0.07
8 H 0.08

=====

(8)
C3H4O2S | ωB97M-V/def2-TZVPD

- SMILES: C[C@@]1(S)OC1=O
- LUMO level: 0.5 eV
- Orbital gap: 0.3806 hartree
- Energy above the lowest of the compared OMol25 structures with the same formula, charge and spin: 49.9 kcal/mol
- HOMO: -9.887 eV
- DFT total energy: -665.30604 hartree

CARTESIAN COORDINATES (ANGSTROEM)
1 C -1.03 0.52 -0.20
2 C 0.41 -0.33 0.07
3 S 0.38 -2.05 0.43
4 O 1.42 0.07 -0.92
5 C 1.51 0.58 0.32
6 O 2.11 1.43 0.86
7 H -1.04 0.65 -1.23
8 H -0.96 1.59 0.26
9 H -1.85 -0.11 0.29
10 H -0.95 -2.35 0.11

Atomic partial charges in e from the Löwdin method, atoms 1 to 8:
1 C 0.00
2 C -0.70
3 S 0.82
4 O 0.07
5 C -0.51
6 O 0.18
7 H 0.03
8 H 0.11

=====

(9)
C3H4O2S | ωB97M-V/def2-TZVPD

- SMILES: O=C/C(S)=C/O
- LUMO level: 0.2 eV
- Orbital gap: 0.3263 hartree
- Energy above the lowest of the compared OMol25 structures with the same formula, charge and spin: 40.4 kcal/mol
- HOMO: -8.635 eV
- DFT total energy: -665.32127 hartree

CARTESIAN COORDINATES (ANGSTROEM)
1 O 2.04 1.33 -0.14
2 C 0.83 1.24 -0.07
3 C 0.25 -0.06 0.11
4 S 1.21 -1.66 0.25
5 C -1.08 -0.17 0.04
6 O -1.66 -1.30 -0.06
7 H 0.14 2.05 0.10
8 H 2.51 -1.10 0.34
9 H -1.69 0.80 -0.25
10 H -2.55 -1.13 -0.32

Atomic partial charges in e from the Löwdin method, atoms 1 to 8:
1 O 0.01
2 C -0.31
3 C -0.52
4 S 0.75
5 C -0.29
6 O 0.06
7 H 0.12
8 H -0.09

=====

(10)
C3H4O2S | ωB97M-V/def2-TZVPD

- SMILES: COC(=S)C=O
- LUMO level: -0.7 eV
- Orbital gap: 0.3077 hartree
- Energy above the lowest of the compared OMol25 structures with the same formula, charge and spin: 34.1 kcal/mol
- HOMO: -9.110 eV
- DFT total energy: -665.33126 hartree

CARTESIAN COORDINATES (ANGSTROEM)
1 C 1.21 -1.09 0.34
2 O 0.60 0.07 -0.21
3 C -0.66 0.27 -0.05
4 S -1.73 -0.76 0.63
5 C -1.11 1.59 -0.57
6 O -2.23 1.88 -0.70
7 H 2.23 -1.05 0.08
8 H 1.09 -1.12 1.43
9 H 0.82 -2.01 -0.14
10 H -0.21 2.21 -0.82

Atomic partial charges in e from the Löwdin method, atoms 1 to 8:
1 C -0.08
2 O -0.12
3 C -0.82
4 S 0.80
5 C -0.29
6 O 0.10
7 H 0.08
8 H 0.10

=====

(11)
C3H4O2S2 | ωB97M-V/def2-TZVPD

- LUMO level: -1.0 eV
- Orbital gap: 0.2954 hartree
- Energy above the lowest of the compared OMol25 structures with the same formula, charge and spin: 113.4 kcal/mol
- HOMO: -9.050 eV
- DFT total energy: -1063.38340 hartree

CARTESIAN COORDINATES (ANGSTROEM)
1 C 0.79 -1.21 -2.61
2 C -0.39 -0.38 0.11
3 C -1.06 1.34 2.08
4 O 1.71 -1.02 -3.34
5 O 2.10 -1.02 -0.10
6 S 0.82 -1.38 -0.72
7 S 0.34 0.72 1.08
8 H -0.31 -1.33 -2.88
9 H -1.16 0.54 2.72
10 H -2.01 1.39 1.46
11 H -0.83 2.36 2.20

Atomic partial charges in e from the Löwdin method, atoms 1 to 8:
1 C -0.37
2 C -0.63
3 C -0.33
4 O 0.06
5 O -0.59
6 S 0.78
7 S 0.89
8 H 0.11

=====

(12)
C3H4O2Tl | ωB97M-V/def2-TZVPD

- LUMO level (alpha / beta): -4.6 / -4.6 eV
- Orbital gap (alpha / beta): 0.2848 / 0.2849 hartree
- Energy above the lowest of the compared OMol25 structures with the same formula, charge and spin: 60.8 kcal/mol
- HOMO (alpha / beta): -12.343 / -12.346 eV
- DFT total energy: -439.29182 hartree
- Total charge: +1

CARTESIAN COORDINATES (ANGSTROEM)
1 C -0.73 0.58 -0.61
2 C -0.22 1.18 0.54
3 H -0.74 1.11 1.50
4 H 0.58 1.90 0.35
5 C 0.68 -0.34 -0.34
6 O 0.91 -1.30 0.39
7 Tl 2.50 -3.18 0.91
8 H 1.40 -0.09 -1.15
9 O -1.84 -0.14 -0.54
10 H -2.54 0.28 -1.05

Atomic partial charges in e from the Löwdin method, atoms 1 to 8:
1 C -0.25
2 C 0.11
3 H 0.12
4 H 0.11
5 C -0.22
6 O -0.27
7 Tl 1.09
8 H 0.13

=====

(13)
C3H4O3 | ωB97M-V/def2-TZVPD

- LUMO level: 0.4 eV
- Orbital gap: 0.3827 hartree
- Energy above the lowest of the compared OMol25 structures with the same formula, charge and spin: 76.1 kcal/mol
- HOMO: -9.998 eV
- DFT total energy: -342.33467 hartree

CARTESIAN COORDINATES (ANGSTROEM)
1 O -2.38 1.34 -0.06
2 C -1.42 0.73 -0.08
3 O -1.11 -0.58 1.80
4 C -0.13 -1.20 1.50
5 C 1.06 0.69 -1.47
6 O 0.07 1.31 -1.76
7 H 0.59 -1.56 2.26
8 H 0.15 -1.51 0.48
9 H 1.42 0.50 -0.44
10 H 1.74 0.28 -2.23

Atomic partial charges in e from the Löwdin method, atoms 1 to 8:
1 O 0.09
2 C -0.01
3 O -0.05
4 C -0.15
5 C -0.15
6 O -0.05
7 H 0.08
8 H 0.08

=====

(14)
C3H4O3 | ωB97M-V/def2-TZVPD

- LUMO level: 0.3 eV
- Orbital gap: 0.3285 hartree
- Energy above the lowest of the compared OMol25 structures with the same formula, charge and spin: 85.0 kcal/mol
- HOMO: -8.671 eV
- DFT total energy: -342.32044 hartree

CARTESIAN COORDINATES (ANGSTROEM)
1 O 1.46 0.85 -0.45
2 C 0.24 0.44 -0.62
3 C -0.22 -1.11 -0.56
4 O -0.90 -0.84 0.77
5 C -0.39 0.34 0.74
6 O -0.07 1.03 1.76
7 H 0.64 1.62 1.37
8 H -0.42 0.94 -1.38
9 H 0.61 -1.78 -0.36
10 H -0.96 -1.50 -1.26

Atomic partial charges in e from the Löwdin method, atoms 1 to 8:
1 O -0.15
2 C -0.46
3 C 0.04
4 O 0.12
5 C -0.34
6 O 0.22
7 H 0.17
8 H 0.15

=====

(15)
C3H4O3 | ωB97M-V/def2-TZVPD

- SMILES: CC(=O)C(=O)O
- LUMO level: 0.6 eV
- Orbital gap: 0.3779 hartree
- Energy above the lowest of the compared OMol25 structures with the same formula, charge and spin: 44.0 kcal/mol
- HOMO: -9.675 eV
- DFT total energy: -342.38585 hartree

CARTESIAN COORDINATES (ANGSTROEM)
1 C -1.63 -0.05 0.26
2 C -0.25 -0.25 -0.50
3 O -0.27 -0.84 -1.56
4 C 1.44 0.30 -0.32
5 O 2.11 0.87 -1.14
6 O 1.80 -0.03 0.96
7 H -1.47 0.52 1.12
8 H -2.17 -1.06 0.59
9 H -2.26 0.40 -0.46
10 H 2.70 0.14 1.04

Atomic partial charges in e from the Löwdin method, atoms 1 to 8:
1 C 0.00
2 C -0.21
3 O 0.05
4 C -0.36
5 O 0.13
6 O 0.11
7 H 0.04
8 H 0.13

=====

(16)
C3H4O3 | ωB97M-V/def2-TZVPD

- LUMO level: 0.8 eV
- Orbital gap: 0.4187 hartree
- Energy above the lowest of the compared OMol25 structures with the same formula, charge and spin: 37.9 kcal/mol
- HOMO: -10.589 eV
- DFT total energy: -342.39560 hartree

CARTESIAN COORDINATES (ANGSTROEM)
1 O 1.49 -0.06 0.55
2 C 0.46 0.23 -0.38
3 C -0.54 -0.90 -0.56
4 O -1.37 -0.36 0.50
5 C -0.62 0.77 0.58
6 O -0.70 1.65 1.39
7 H 1.61 0.78 1.01
8 H 0.89 0.64 -1.30
9 H -0.18 -1.90 -0.36
10 H -1.11 -0.85 -1.50

Atomic partial charges in e from the Löwdin method, atoms 1 to 8:
1 O 0.00
2 C -0.23
3 C -0.07
4 O 0.06
5 C -0.44
6 O 0.15
7 H 0.11
8 H 0.15

=====

(17)
C3H4O3 | ωB97M-V/def2-TZVPD

- LUMO level: 0.6 eV
- Orbital gap: 0.3949 hartree
- Energy above the lowest of the compared OMol25 structures with the same formula, charge and spin: 106.6 kcal/mol
- HOMO: -10.166 eV
- DFT total energy: -342.28603 hartree

CARTESIAN COORDINATES (ANGSTROEM)
1 C 2.27 -0.38 -0.16
2 C -2.13 -0.17 0.14
3 C -0.95 0.46 0.82
4 O 3.16 0.22 0.36
5 O -1.82 1.14 0.24
6 O 1.20 0.21 -0.68
7 H 2.24 -1.51 -0.30
8 H -2.03 -0.54 -0.85
9 H -2.89 -0.49 0.76
10 H 0.95 1.06 -0.33

Atomic partial charges in e from the Löwdin method, atoms 1 to 8:
1 C -0.41
2 C -0.17
3 C 0.06
4 O 0.07
5 O 0.02
6 O 0.03
7 H 0.16
8 H 0.09

=====

(18)
C3H4O3 | ωB97M-V/def2-TZVPD

- SMILES: O=CC(=O)CO
- LUMO level: -0.8 eV
- Orbital gap: 0.3218 hartree
- Energy above the lowest of the compared OMol25 structures with the same formula, charge and spin: 51.9 kcal/mol
- HOMO: -9.543 eV
- DFT total energy: -342.37317 hartree

CARTESIAN COORDINATES (ANGSTROEM)
1 O 1.42 0.74 -0.93
2 C 1.15 -0.42 -0.77
3 C 0.17 -0.81 0.34
4 O 0.08 -1.89 0.88
5 C -0.74 0.34 0.71
6 O -0.73 1.43 -0.19
7 H 1.57 -1.18 -1.43
8 H -0.43 0.70 1.70
9 H -1.75 -0.10 0.82
10 H -0.90 1.12 -1.10

Atomic partial charges in e from the Löwdin method, atoms 1 to 8:
1 O 0.09
2 C -0.14
3 C -0.32
4 O 0.12
5 C -0.17
6 O -0.07
7 H 0.13
8 H 0.15

=====

(19)
C3H4O3 | ωB97M-V/def2-TZVPD

- SMILES: O=CO[C@H]1CO1
- LUMO level: 1.0 eV
- Orbital gap: 0.4377 hartree
- Energy above the lowest of the compared OMol25 structures with the same formula, charge and spin: 47.6 kcal/mol
- HOMO: -10.933 eV
- DFT total energy: -342.38006 hartree

CARTESIAN COORDINATES (ANGSTROEM)
1 O 1.17 -1.58 -0.16
2 C 0.01 -1.71 0.11
3 O -0.81 -0.77 0.63
4 C -0.66 0.59 0.28
5 C 0.57 1.23 -0.18
6 O -0.50 0.84 -1.07
7 H -0.56 -2.64 -0.02
8 H -1.44 1.14 0.81
9 H 0.68 2.30 -0.07
10 H 1.47 0.63 -0.27

Atomic partial charges in e from the Löwdin method, atoms 1 to 8:
1 O 0.09
2 C -0.30
3 O 0.04
4 C -0.32
5 C -0.05
6 O 0.01
7 H 0.15
8 H 0.16

=====

(20)
C3H4O3Pt | ωB97M-V/def2-TZVPD

- LUMO level (alpha / beta): -11.4 / -14.0 eV
- Orbital gap (alpha / beta): 0.3059 / 0.2178 hartree
- Energy above the lowest of the compared OMol25 structures with the same formula, charge and spin: 2.6 kcal/mol
- Spin multiplicity: 3
- HOMO (alpha / beta): -19.766 / -19.890 eV
- DFT total energy: -460.71129 hartree
- Total charge: +2
- ⟨S²⟩: 2.004

CARTESIAN COORDINATES (ANGSTROEM)
1 C 1.95 -0.56 -1.66
2 C 1.07 0.44 -1.93
3 O -0.17 0.24 -2.49
4 C -1.01 -0.69 -2.09
5 O -0.59 -1.69 -1.36
6 O -2.12 -0.82 -2.61
7 H 0.52 -1.65 -1.16
8 H 1.21 1.48 -1.65
9 H 2.10 -1.31 -2.44
10 Pt -2.37 -2.31 -1.61
11 H 2.82 -0.27 -1.07

Atomic partial charges in e from the Löwdin method, atoms 1 to 8:
1 C 0.10
2 C -0.02
3 O 0.20
4 C -0.59
5 O -0.03
6 O 0.05
7 H 0.25
8 H 0.17